Entry 1:
Computed, not measured: a molecular structure, C5H14N2 at a distorted geometry, with ωB97M-V/def2-TZVPD.

HOMO level (spin up / spin down)   -12.058 / -12.047 eV
Total charge   +1
Spin multiplicity   2
Relative energy (zero: lowest compared OMol25 entry of this formula, charge and spin)   4.984 eV
Expectation value of S²   0.76

Each line ends with the Löwdin spin population.
CARTESIAN COORDINATES (ANGSTROEM)
C 0.80193 -0.71268 -0.79548  0.07
N 1.56719 -0.44257 0.40294  0.68
C 2.65264 0.25374 0.24486  0.10
C -0.10884 0.49279 -1.20266  0.07
C -0.88005 1.05899 0.01702  0.00
C -1.57369 -0.04790 0.79898  0.00
N -2.63739 -0.75626 0.09700  0.00
H 1.46153 -0.91379 -1.63731  0.01
H 0.17269 -1.60235 -0.73929  0.01
H 3.27750 1.19527 2.02061  -0.02
H 2.46275 1.19740 -0.27951  0.04
H 2.96952 0.79577 1.42695  -0.01
H 3.59086 -0.25602 0.01959  0.03
H 0.58106 1.27979 -1.48181  0.00
H -0.80372 0.13606 -1.94585  0.00
H -0.17422 1.57592 0.66330  0.00
H -1.66800 1.69449 -0.37520  0.00
H -2.06262 0.40844 1.67026  0.00
H -0.86252 -0.72953 1.26271  0.00
H -2.57405 -1.75362 0.19776  0.00
H -2.84044 -0.41462 -0.82619  0.00

Forces on the atoms, in the same order (eV/Å):
-1.028 -0.534 -1.279
0.478 -0.241 -0.306
-1.284 -0.737 -2.314
0.528 0.346 2.144
-0.191 -1.537 -0.771
-0.947 0.420 1.182
0.627 0.216 0.121
0.305 0.095 0.012
0.057 0.108 0.886
0.039 -0.007 0.037
0.459 0.319 0.204
0.440 0.622 1.572
0.313 0.114 0.663
-0.195 0.195 -1.005
0.210 0.063 -0.562
-0.262 0.359 0.114
0.170 0.598 0.152
0.304 0.279 -0.001
0.215 -0.272 -0.258
-0.181 -0.085 -0.438
-0.059 -0.318 -0.151



Entry 2:
Computed, not measured: a gas-phase ion, C5H14N2 (charge +2) at a distorted geometry, with ωB97M-V/def2-TZVPD.

HOMO level   -21.662 eV
Total charge   +2
Spin multiplicity   1
Relative energy (zero: lowest compared OMol25 entry of this formula, charge and spin)   3.761 eV

Each line ends with the natural charge from an NBO analysis.
CARTESIAN COORDINATES (ANGSTROEM)
C -0.77354 -0.11354 0.15423  0.42
C -2.31132 -2.01264 -0.07059  -0.39
C 0.25967 1.87855 -0.63069  -0.43
C 1.63910 -0.21177 -0.59282  -0.42
C 1.09156 0.70949 1.48436  -0.39
N -1.07040 -1.26506 -0.36022  -0.39
N 0.49844 0.58339 0.05970  -0.26
H -1.49031 0.63808 0.65914  0.29
H -1.88886 -2.85657 0.34028  0.26
H -2.65611 -2.25798 -1.10039  0.26
H -2.95794 -1.26901 0.46606  0.25
H 0.97932 2.05509 -1.50130  0.29
H -0.71944 1.89334 -0.98140  0.24
H 0.39993 2.70993 -0.00190  0.27
H 2.59901 -0.09807 -0.17456  0.27
H 1.43097 -1.18482 -0.44996  0.21
H 1.83080 -0.09064 -1.63676  0.27
H 1.95672 1.24877 1.24311  0.25
H 0.26964 1.25772 2.04597  0.24
H 1.38879 -0.14990 2.05755  0.28
H -0.50315 -1.82783 -1.05834  0.48

Forces on the atoms, in the same order (eV/Å):
-0.669 0.136 -0.641
-0.890 3.199 -2.247
2.228 0.695 -1.577
-0.414 1.281 -1.304
-3.072 2.005 0.846
1.217 1.597 -0.071
2.504 -2.597 -0.447
0.502 -2.120 -0.424
-0.149 -2.159 1.757
-0.497 0.021 0.902
0.168 -1.638 -0.146
-1.006 -0.712 1.188
-1.705 0.086 -0.835
0.140 0.840 1.254
0.822 0.933 1.151
-0.761 -3.514 0.604
-0.790 0.678 -0.876
1.048 1.360 0.470
1.538 -0.267 -0.296
-0.323 -1.114 -0.570
0.111 1.289 1.261



Entry 3:
Computed, not measured: a single C5H14N2O molecule at a distorted geometry, with ωB97M-V/def2-TZVPD.

HOMO level   -9.062 eV
Spin multiplicity   1
Relative energy (zero: lowest compared OMol25 entry of this formula, charge and spin)   2.976 eV

Each line ends with the natural charge from an NBO analysis.
CARTESIAN COORDINATES (ANGSTROEM)
N -1.30427 0.58758 -2.42560  -0.88
C -0.21190 0.48688 -1.39433  -0.04
C 1.24385 0.28875 -2.09185  -0.62
C -0.68123 -0.66861 -0.54399  -0.23
N 0.17136 -0.69761 0.68776  -0.67
C -0.57226 -0.60454 1.91495  -0.26
C 0.17033 0.27793 2.88295  -0.07
O 1.54901 0.26537 2.60768  -0.73
H -1.14903 -0.07540 -3.20217  0.36
H -1.55100 1.50011 -2.78740  0.37
H -0.09533 1.36685 -0.77946  0.19
H 1.53753 1.21625 -2.56727  0.21
H 1.97701 0.21879 -1.32320  0.21
H 1.23121 -0.46558 -2.82816  0.20
H -0.50465 -1.59536 -1.12637  0.18
H -1.74861 -0.58660 -0.37481  0.21
H 0.75695 -1.65589 0.72587  0.38
H -1.61858 -0.16617 1.76410  0.20
H -0.72414 -1.59795 2.40518  0.18
H -0.16783 1.39742 2.91554  0.14
H 0.11630 0.00495 3.96912  0.18
H 1.57527 0.50281 1.57144  0.48

Forces on the atoms, in the same order (eV/Å):
0.502 -0.203 -0.017
0.398 -0.456 -2.767
-2.243 1.792 1.564
2.129 -0.733 0.194
0.731 -3.211 -1.046
-2.044 -0.342 1.148
0.522 2.593 2.104
0.553 0.914 -3.193
-0.051 0.754 0.648
0.458 -0.077 0.065
-0.531 0.457 0.058
-0.345 0.341 -0.410
0.677 -0.904 0.620
0.143 -1.197 -0.560
-0.273 0.282 0.250
-0.027 0.092 0.369
-1.763 3.072 -0.231
1.380 -0.635 -0.057
0.027 0.540 -0.443
0.103 -1.744 -0.521
-0.381 -0.276 -0.995
0.036 -1.057 3.220



Entry 4:
Computed, not measured: 2 unconnected molecules or ions with the total composition C5H14N2O at a distorted geometry, with ωB97M-V/def2-TZVPD.

HOMO level   -9.030 eV
Spin multiplicity   1
Relative energy (zero: lowest compared OMol25 entry of this formula, charge and spin)   2.775 eV

Each line ends with the natural charge from an NBO analysis.
CARTESIAN COORDINATES (ANGSTROEM)
C 2.62909 -0.01068 -0.59678  -0.62
C 1.21320 0.05861 -0.08390  -0.40
C 0.90131 -0.80456 1.11037  -0.42
C -0.57659 -0.67201 1.46936  -0.24
N -2.46418 -1.41406 -0.72689  -0.82
C -1.98013 -0.16110 -0.51668  0.25
N -1.20258 0.30402 0.47278  -0.55
H 3.00694 0.97482 -0.43062  0.20
H 3.35238 -0.77508 -0.31488  0.21
H 2.65019 -0.07587 -1.70394  0.21
H 1.17975 1.15475 0.10278  0.20
H 0.44082 -0.05800 -0.88228  0.22
H 1.49216 -0.55396 1.99089  0.21
H 1.19226 -1.81652 0.79944  0.20
H -0.79673 -0.22053 2.39972  0.21
H -1.15964 -1.62850 1.40528  0.15
H -2.15013 -2.22191 -0.22051  0.39
H -2.70602 -1.60672 -1.67847  0.39
H -2.24044 0.72080 -1.13232  0.22
H -0.34766 3.27776 -0.81556  0.46
H -1.17924 2.43250 0.07567  0.50
O -1.25475 3.09622 -0.72348  -0.96

Forces on the atoms, in the same order (eV/Å):
0.682 -0.235 -2.126
0.149 1.392 -0.744
-0.068 -0.178 -0.019
-2.113 -0.106 -2.716
-0.163 0.180 -0.726
2.470 2.676 3.718
-2.180 -2.095 -1.281
1.144 0.328 0.324
-0.324 -0.092 0.680
-0.211 -0.070 0.357
-0.915 -0.758 0.539
1.062 -0.378 0.592
0.272 0.067 -0.136
-0.287 -0.048 0.368
0.186 0.229 1.173
0.783 0.482 0.420
0.267 0.208 0.210
-0.270 -0.151 -0.216
-0.458 -1.184 -0.378
1.883 0.698 -0.608
-0.633 1.216 -2.035
-1.277 -2.179 2.602



Entry 5:
Computed, not measured: a single C5H14N2O molecule at a distorted geometry, with ωB97M-V/def2-TZVPD.

HOMO level   -7.760 eV
Spin multiplicity   1
Relative energy (zero: lowest compared OMol25 entry of this formula, charge and spin)   4.159 eV

Each line ends with the natural charge from an NBO analysis.
CARTESIAN COORDINATES (ANGSTROEM)
C -0.78199 -0.22146 -0.15963  0.26
C 1.96811 -0.07295 0.44562  -0.07
C -2.04796 -0.07241 0.66295  -0.65
C -0.68698 -1.55736 -0.86272  -0.66
C -0.62542 0.94356 -1.13059  -0.66
N 0.54424 -0.02479 0.90134  -0.13
N 2.60495 1.19974 0.28111  -0.83
O 0.20509 -1.15339 1.61015  -0.76
H 0.41586 0.82748 1.47315  0.35
H 2.67200 1.71334 1.15034  0.36
H 2.15811 1.77744 -0.42048  0.36
H 1.99897 -0.62727 -0.49217  0.19
H 2.49567 -0.65806 1.20790  0.23
H -2.13125 -0.89899 1.36577  0.26
H -2.03872 0.85943 1.22392  0.21
H -2.91727 -0.06444 0.00723  0.22
H -0.74419 -2.36159 -0.13333  0.26
H 0.24404 -1.65259 -1.41646  0.21
H -1.51335 -1.65589 -1.56786  0.22
H 0.26481 0.83553 -1.75013  0.21
H -0.58763 1.89869 -0.60394  0.21
H -1.49707 0.96598 -1.79216  0.22

Forces on the atoms, in the same order (eV/Å):
1.741 2.213 -0.389
0.139 0.008 -0.294
0.476 -0.269 0.369
0.284 -0.028 0.507
-0.513 -0.135 -0.270
-3.225 -2.344 -0.644
-0.206 0.138 -0.093
1.543 -0.164 1.656
-0.157 -0.108 -0.371
0.046 0.011 -0.042
0.087 -0.009 0.059
-0.053 -0.020 0.061
-0.377 0.109 -0.107
-0.005 0.081 -0.053
-0.039 0.151 0.063
0.033 0.033 -0.181
0.023 0.038 -0.038
0.069 -0.017 -0.110
-0.041 0.183 -0.019
0.051 -0.007 -0.035
-0.003 0.014 0.019
0.128 0.121 -0.087



Entry 6:
Computed, not measured: 2 unconnected molecules or ions with the total composition C5H14N2O, with ωB97M-V/def2-TZVPD.

HOMO level   -9.300 eV
Spin multiplicity   1
Relative energy (zero: lowest compared OMol25 entry of this formula, charge and spin)   1.611 eV

Each line ends with the natural charge from an NBO analysis.
CARTESIAN COORDINATES (ANGSTROEM)
C -2.74641 0.00201 1.26837  -0.42
N -1.04195 2.53026 -0.68075  -0.81
C -1.96359 1.66512 -0.15183  0.29
N -1.66964 0.83124 0.74775  -0.53
H -2.55293 -1.04137 1.02004  0.20
H -3.73019 0.28683 0.87875  0.17
H -2.76460 0.06731 2.35746  0.20
H -0.08015 2.30997 -0.47283  0.39
H -1.20133 2.88103 -1.60892  0.38
H -2.98129 1.80875 -0.52880  0.14
H -0.20264 -0.63002 0.64231  0.49
C 1.16080 -1.93078 0.08600  -0.06
O 0.40675 -1.25320 1.07020  -0.74
C 2.47897 -1.22221 -0.20478  -0.42
C 2.25261 0.13300 -0.85990  -0.61
H 0.60200 -2.02011 -0.85389  0.15
H 1.34760 -2.93769 0.45685  0.17
H 3.07851 -1.86391 -0.85642  0.20
H 3.02046 -1.09548 0.73336  0.21
H 3.19027 0.63094 -1.12022  0.21
H 1.74749 0.79610 -0.15759  0.20
H 1.64927 0.05220 -1.76516  0.20

Forces on the atoms, in the same order (eV/Å):
0.134 0.136 0.078
0.130 -0.007 -0.083
-0.020 0.256 -0.045
-0.098 -0.450 -0.048
-0.027 -0.053 -0.005
-0.031 -0.013 -0.003
-0.026 0.032 -0.040
0.017 0.007 0.020
-0.089 0.018 0.015
-0.031 -0.022 -0.019
0.160 0.182 0.351
0.203 0.116 -0.076
-0.241 -0.034 -0.173
-0.157 -0.070 -0.164
0.245 0.232 0.173
-0.085 -0.067 0.029
0.034 -0.088 0.027
0.046 0.002 0.008
0.058 -0.031 0.026
-0.020 -0.127 -0.042
-0.161 0.021 0.014
-0.040 -0.041 -0.043



- relative energy (zero: lowest compared OMol25 entry of this formula, charge and spin) of number 1 (C5H14N2)?
  4.984 eV



Please write out number 6 again, unchanged.
Computed, not measured: 2 unconnected molecules or ions with the total composition C5H14N2O, with ωB97M-V/def2-TZVPD.

HOMO level   -9.300 eV
Spin multiplicity   1
Relative energy (zero: lowest compared OMol25 entry of this formula, charge and spin)   1.611 eV

Each line ends with the natural charge from an NBO analysis.
CARTESIAN COORDINATES (ANGSTROEM)
C -2.74641 0.00201 1.26837  -0.42
N -1.04195 2.53026 -0.68075  -0.81
C -1.96359 1.66512 -0.15183  0.29
N -1.66964 0.83124 0.74775  -0.53
H -2.55293 -1.04137 1.02004  0.20
H -3.73019 0.28683 0.87875  0.17
H -2.76460 0.06731 2.35746  0.20
H -0.08015 2.30997 -0.47283  0.39
H -1.20133 2.88103 -1.60892  0.38
H -2.98129 1.80875 -0.52880  0.14
H -0.20264 -0.63002 0.64231  0.49
C 1.16080 -1.93078 0.08600  -0.06
O 0.40675 -1.25320 1.07020  -0.74
C 2.47897 -1.22221 -0.20478  -0.42
C 2.25261 0.13300 -0.85990  -0.61
H 0.60200 -2.02011 -0.85389  0.15
H 1.34760 -2.93769 0.45685  0.17
H 3.07851 -1.86391 -0.85642  0.20
H 3.02046 -1.09548 0.73336  0.21
H 3.19027 0.63094 -1.12022  0.21
H 1.74749 0.79610 -0.15759  0.20
H 1.64927 0.05220 -1.76516  0.20

Forces on the atoms, in the same order (eV/Å):
0.134 0.136 0.078
0.130 -0.007 -0.083
-0.020 0.256 -0.045
-0.098 -0.450 -0.048
-0.027 -0.053 -0.005
-0.031 -0.013 -0.003
-0.026 0.032 -0.040
0.017 0.007 0.020
-0.089 0.018 0.015
-0.031 -0.022 -0.019
0.160 0.182 0.351
0.203 0.116 -0.076
-0.241 -0.034 -0.173
-0.157 -0.070 -0.164
0.245 0.232 0.173
-0.085 -0.067 0.029
0.034 -0.088 0.027
0.046 0.002 0.008
0.058 -0.031 0.026
-0.020 -0.127 -0.042
-0.161 0.021 0.014
-0.040 -0.041 -0.043